{"formula": "C20H23N3O2", "method": "ωB97M-V with the def2-TZVPD basis set", "symbols": ["C", "C", "O", "N", "C", "C", "N", "C", "C", "C", "C", "N", "C", "O", "C", "C", "C", "C", "C", "C", "C", "C", "C", "C", "C", "H", "H", "H", "H", "H", "H", "H", "H", "H", "H", "H", "H", "H", "H", "H", "H", "H", "H", "H", "H", "H", "H", "H"], "xyz": [[-0.61, -1.86, 4.62], [0.05, -0.51, 4.50], [-0.58, 0.53, 4.44], [1.41, -0.50, 4.50], [2.27, -1.65, 4.41], [2.68, -1.86, 2.93], [2.72, -0.59, 2.23], [1.89, -0.37, 1.15], [1.28, 0.86, 0.89], [0.50, 1.07, -0.23], [0.30, 0.04, -1.14], [-0.48, 0.18, -2.30], [-1.12, 1.29, -2.78], [-1.13, 2.37, -2.24], [-1.82, 1.01, -4.07], [-1.10, 0.43, -5.12], [-1.70, 0.20, -6.34], [-3.03, 0.55, -6.53], [-3.74, 1.13, -5.50], [-3.16, 1.38, -4.26], [-3.94, 1.99, -3.15], [0.90, -1.19, -0.90], [1.68, -1.39, 0.21], [3.13, 0.49, 3.09], [2.11, 0.75, 4.22], [-0.32, -2.35, 5.54], [-1.69, -1.70, 4.63], [-0.36, -2.49, 3.77], [3.16, -1.45, 5.02], [1.79, -2.54, 4.79], [1.96, -2.51, 2.44], [3.67, -2.35, 2.89], [1.39, 1.68, 1.58], [0.04, 2.03, -0.40], [-0.57, -0.66, -2.85], [-0.06, 0.18, -4.98], [-1.13, -0.24, -7.15], [-3.50, 0.37, -7.48], [-4.78, 1.40, -5.65], [-3.42, 2.87, -2.77], [-4.05, 1.29, -2.32], [-4.93, 2.29, -3.50], [0.76, -2.00, -1.61], [2.17, -2.35, 0.34], [3.29, 1.39, 2.50], [4.10, 0.21, 3.52], [2.61, 1.11, 5.12], [1.35, 1.47, 3.92]], "largest_force_ev_per_a": 0.45, "e_tot_ha": -1090.7049, "homo_lumo_gap_ha": 0.29734, "e_above_lowest_kcal_mol": 20.4, "e_lumo_ha": 0.025, "charge": 0, "homo_ev": -7.40, "smiles": "CC(=O)N1CCN(c2ccc(NC(=O)c3ccccc3C)cc2)CC1"}



{"formula": "C20H23N5O3", "method": "ωB97M-V with the def2-TZVPD basis set", "symbols": ["C", "O", "C", "C", "C", "C", "C", "N", "C", "N", "C", "N", "C", "C", "C", "C", "C", "O", "C", "C", "C", "N", "C", "C", "O", "N", "C", "C", "H", "H", "H", "H", "H", "H", "H", "H", "H", "H", "H", "H", "H", "H", "H", "H", "H", "H", "H", "H", "H", "H", "H"], "xyz": [[-0.82, 1.10, 3.98], [-0.08, 1.83, 3.03], [-0.60, 2.00, 1.78], [-1.83, 1.51, 1.36], [-2.26, 1.73, 0.07], [-1.48, 2.44, -0.84], [-1.93, 2.65, -2.26], [-0.97, 2.08, -3.19], [-0.64, 0.78, -3.13], [-1.09, -0.02, -2.11], [-0.51, -1.17, -2.33], [-0.65, -2.28, -1.62], [-1.28, -2.24, -0.31], [-0.32, -1.94, 0.81], [-0.29, -2.71, 1.96], [0.56, -2.40, 3.00], [1.42, -1.30, 2.91], [2.20, -1.06, 4.00], [3.01, 0.09, 3.99], [1.42, -0.55, 1.74], [0.55, -0.86, 0.72], [0.27, -1.10, -3.48], [1.07, -2.07, -4.01], [1.81, -1.64, -5.24], [1.15, -3.17, -3.49], [0.16, 0.18, -3.98], [-0.25, 2.92, -0.41], [0.19, 2.71, 0.88], [-0.22, 1.08, 4.88], [-1.00, 0.08, 3.64], [-1.78, 1.59, 4.19], [-2.46, 0.95, 2.03], [-3.22, 1.34, -0.25], [-2.92, 2.19, -2.40], [-2.00, 3.72, -2.48], [-0.75, 2.56, -4.04], [-0.01, -3.04, -1.85], [-1.77, -3.20, -0.14], [-2.03, -1.45, -0.36], [-0.95, -3.56, 2.06], [0.57, -2.98, 3.91], [2.41, 1.00, 3.83], [3.79, 0.03, 3.23], [3.47, 0.14, 4.98], [2.08, 0.30, 1.63], [0.54, -0.24, -0.17], [2.41, -0.76, -5.01], [1.10, -1.36, -6.01], [2.45, -2.45, -5.59], [0.38, 3.46, -1.11], [1.14, 3.09, 1.21]], "largest_force_ev_per_a": 1.35, "e_tot_ha": -1275.4465, "homo_lumo_gap_ha": 0.31766, "e_above_lowest_kcal_mol": 48.2, "e_lumo_ha": 0.028, "charge": 0, "homo_ev": -7.88, "smiles": "COc1ccc(CNc2nc(NCc3ccc(OC)cc3)n(C(C)=O)n2)cc1"}



{"formula": "C20H23NO4", "method": "ωB97M-V with the def2-TZVPD basis set", "symbols": ["C", "C", "C", "O", "C", "C", "C", "C", "C", "C", "C", "O", "O", "N", "C", "O", "C", "C", "C", "C", "C", "C", "C", "C", "C", "H", "H", "H", "H", "H", "H", "H", "H", "H", "H", "H", "H", "H", "H", "H", "H", "H", "H", "H", "H", "H", "H", "H"], "xyz": [[-2.52, 2.39, -6.07], [-2.82, 1.24, -5.13], [-2.11, 1.40, -3.79], [-2.45, 0.29, -2.99], [-1.94, 0.20, -1.73], [-2.32, -0.92, -0.99], [-1.86, -1.10, 0.29], [-1.00, -0.18, 0.88], [-0.51, -0.36, 2.29], [-1.19, 0.65, 3.24], [-2.67, 0.40, 3.34], [-3.23, -0.65, 3.16], [-3.33, 1.51, 3.68], [0.93, -0.20, 2.34], [1.67, -0.41, 3.45], [1.20, -0.65, 4.54], [3.17, -0.27, 3.20], [3.60, -1.05, 2.00], [3.76, -2.43, 2.08], [4.11, -3.17, 0.96], [4.30, -2.53, -0.26], [4.15, -1.16, -0.35], [3.80, -0.43, 0.77], [-0.62, 0.93, 0.14], [-1.08, 1.13, -1.15], [-2.84, 3.34, -5.63], [-3.03, 2.26, -7.02], [-1.45, 2.45, -6.27], [-2.51, 0.29, -5.58], [-3.90, 1.18, -4.95], [-1.02, 1.43, -3.95], [-2.42, 2.33, -3.31], [-3.00, -1.62, -1.45], [-2.18, -1.96, 0.86], [-0.78, -1.36, 2.65], [-1.02, 1.68, 2.91], [-0.76, 0.52, 4.23], [-4.28, 1.33, 3.77], [1.40, -0.09, 1.45], [3.68, -0.63, 4.10], [3.40, 0.79, 3.08], [3.61, -2.92, 3.02], [4.23, -4.24, 1.04], [4.57, -3.11, -1.13], [4.30, -0.66, -1.30], [3.69, 0.65, 0.69], [0.04, 1.67, 0.58], [-0.76, 2.01, -1.69]], "largest_force_ev_per_a": 0.64, "e_tot_ha": -1131.6850, "homo_lumo_gap_ha": 0.33761, "e_above_lowest_kcal_mol": 10.8, "e_lumo_ha": 0.023, "charge": 0, "homo_ev": -8.55, "smiles": "CCCOc1ccc([C@H](CC(=O)O)NC(=O)Cc2ccccc2)cc1"}



{"formula": "C20H23NO5", "method": "ωB97M-V with the def2-TZVPD basis set", "symbols": ["C", "C", "C", "C", "C", "O", "C", "O", "C", "O", "C", "C", "C", "C", "O", "C", "C", "C", "C", "N", "C", "C", "C", "C", "C", "O", "H", "H", "H", "H", "H", "H", "H", "H", "H", "H", "H", "H", "H", "H", "H", "H", "H", "H", "H", "H", "H", "H", "H"], "xyz": [[0.73, 1.24, 2.77], [1.26, 0.33, 1.72], [1.12, -1.03, 1.62], [1.89, -1.46, 0.51], [2.02, -2.81, -0.01], [2.96, -3.22, -0.66], [0.87, -3.76, 0.34], [-0.39, -3.12, 0.47], [-0.77, -2.36, -0.57], [-0.13, -2.26, -1.59], [-2.03, -1.63, -0.31], [-2.58, -1.54, 0.96], [-3.74, -0.81, 1.16], [-4.36, -0.17, 0.10], [-5.49, 0.56, 0.25], [-3.81, -0.27, -1.18], [-2.66, -0.99, -1.38], [2.47, -0.32, -0.04], [3.39, -0.25, -1.21], [2.05, 0.75, 0.68], [2.35, 2.13, 0.41], [1.26, 2.91, -0.38], [1.06, 2.43, -1.82], [-0.05, 1.38, -1.68], [-0.84, 1.91, -0.48], [-0.01, 2.81, 0.23], [1.55, 1.63, 3.38], [0.06, 0.68, 3.42], [0.20, 2.08, 2.33], [0.58, -1.65, 2.30], [0.83, -4.53, -0.44], [1.06, -4.23, 1.31], [-2.10, -2.04, 1.79], [-4.16, -0.73, 2.16], [-5.77, 0.55, 1.17], [-4.31, 0.23, -2.00], [-2.22, -1.08, -2.36], [4.24, 0.40, -1.00], [3.75, -1.25, -1.41], [2.89, 0.12, -2.10], [2.48, 2.65, 1.37], [3.29, 2.20, -0.15], [1.56, 3.96, -0.35], [0.70, 3.26, -2.43], [1.96, 2.04, -2.27], [0.36, 0.39, -1.47], [-0.67, 1.31, -2.56], [-1.74, 2.46, -0.79], [-1.15, 1.10, 0.20]], "largest_force_ev_per_a": 0.94, "e_tot_ha": -1206.9009, "homo_lumo_gap_ha": 0.31121, "e_above_lowest_kcal_mol": 18.4, "e_lumo_ha": 0.020, "charge": 0, "homo_ev": -7.92, "smiles": "Cc1cc(C(=O)COC(=O)c2ccc(O)cc2)c(C)n1C[C@H]1CCCO1"}



{"formula": "C20H23NO5", "method": "ωB97M-V with the def2-TZVPD basis set", "symbols": ["C", "O", "C", "C", "C", "C", "C", "C", "O", "O", "C", "C", "O", "N", "C", "C", "C", "C", "C", "C", "C", "C", "C", "C", "C", "O", "H", "H", "H", "H", "H", "H", "H", "H", "H", "H", "H", "H", "H", "H", "H", "H", "H", "H", "H", "H", "H", "H", "H"], "xyz": [[-6.34, -3.18, -0.10], [-5.32, -2.37, -0.63], [-4.99, -1.23, 0.03], [-5.59, -0.77, 1.19], [-5.18, 0.42, 1.78], [-4.16, 1.16, 1.23], [-3.53, 0.72, 0.06], [-2.44, 1.48, -0.54], [-1.84, 1.15, -1.56], [-2.13, 2.59, 0.14], [-1.09, 3.43, -0.37], [0.30, 2.97, 0.11], [0.95, 3.61, 0.90], [0.69, 1.81, -0.45], [1.92, 1.12, -0.10], [1.57, -0.26, 0.45], [2.84, 1.06, -1.33], [4.33, 1.00, -0.98], [4.73, -0.29, -0.31], [5.07, -0.32, 1.04], [5.42, -1.51, 1.65], [5.43, -2.69, 0.92], [5.09, -2.67, -0.42], [4.75, -1.48, -1.03], [-3.94, -0.48, -0.55], [-3.39, -0.96, -1.67], [-6.10, -3.54, 0.90], [-7.30, -2.64, -0.08], [-6.42, -4.02, -0.78], [-6.40, -1.33, 1.64], [-5.67, 0.76, 2.68], [-3.83, 2.08, 1.68], [-1.13, 3.44, -1.46], [-1.29, 4.42, 0.04], [0.08, 1.35, -1.11], [2.39, 1.73, 0.68], [2.47, -0.79, 0.75], [0.92, -0.16, 1.32], [1.06, -0.84, -0.31], [2.56, 0.21, -1.94], [2.67, 1.97, -1.92], [4.90, 1.10, -1.90], [4.58, 1.84, -0.33], [5.07, 0.60, 1.61], [5.69, -1.52, 2.69], [5.70, -3.62, 1.40], [5.10, -3.58, -1.00], [4.49, -1.46, -2.08], [-2.69, -0.33, -1.96]], "largest_force_ev_per_a": 0.71, "e_tot_ha": -1206.9123, "homo_lumo_gap_ha": 0.32038, "e_above_lowest_kcal_mol": 11.2, "e_lumo_ha": 0.011, "charge": 0, "homo_ev": -8.42, "smiles": "COc1cccc(C(=O)OCC(=O)N[C@@H](C)CCc2ccccc2)c1O"}



{"formula": "C20H24AuN3O2S", "method": "ωB97M-V with the def2-TZVPD basis set", "symbols": ["Au", "N", "C", "S", "N", "N", "C", "C", "C", "C", "C", "C", "C", "O", "H", "H", "H", "H", "H", "H", "H", "C", "C", "C", "C", "C", "C", "C", "C", "C", "C", "C", "C", "O", "H", "H", "H", "H", "H", "H", "H", "H", "H", "H", "H", "H", "H", "H", "H", "H", "H"], "xyz": [[-0.24, 0.74, -0.01], [3.02, -2.40, 0.98], [1.90, -1.81, 0.56], [1.19, -0.63, 1.56], [1.47, -2.29, -0.64], [0.38, -1.69, -1.03], [-0.15, -2.09, -2.17], [-1.39, -1.60, -2.60], [-1.86, -2.04, -3.87], [-3.07, -1.66, -4.36], [-3.90, -0.81, -3.58], [-3.50, -0.36, -2.36], [-2.23, -0.73, -1.81], [-1.94, -0.29, -0.64], [3.46, -2.12, 1.84], [3.41, -3.15, 0.42], [0.38, -2.81, -2.79], [-1.22, -2.69, -4.45], [-3.41, -1.99, -5.33], [-4.86, -0.51, -3.97], [-4.12, 0.28, -1.76], [0.54, 1.71, -3.33], [1.64, 2.24, -2.41], [2.89, 2.58, -3.24], [1.15, 3.43, -1.61], [0.97, 4.66, -2.24], [0.53, 5.77, -1.54], [0.26, 5.66, -0.18], [0.41, 4.45, 0.49], [0.11, 4.39, 1.98], [1.35, 4.07, 2.81], [-1.04, 3.44, 2.30], [0.86, 3.32, -0.23], [1.09, 2.18, 0.45], [0.88, 0.84, -3.89], [0.25, 2.48, -4.05], [-0.36, 1.44, -2.77], [1.93, 1.46, -1.70], [2.65, 3.26, -4.05], [3.30, 1.67, -3.68], [3.66, 3.04, -2.62], [1.19, 4.75, -3.29], [0.40, 6.71, -2.04], [-0.08, 6.52, 0.37], [-0.21, 5.40, 2.25], [1.69, 3.05, 2.62], [1.11, 4.16, 3.88], [2.16, 4.76, 2.59], [-0.77, 2.41, 2.07], [-1.94, 3.70, 1.73], [-1.29, 3.50, 3.36]], "largest_force_ev_per_a": 0.32, "e_tot_ha": -1625.0458, "homo_lumo_gap_ha": [0.27608, 0.19588], "s_squared": 2.044, "multiplicity": 3, "e_above_lowest_kcal_mol": 13.6, "e_lumo_ha": [-0.004, -0.090], "charge": 0, "homo_ev": [-7.61, -7.79]}



{"formula": "C20H24BCsN9SSi", "method": "ωB97M-V with the def2-TZVPD basis set", "symbols": ["Cs", "C", "C", "N", "N", "C", "B", "N", "C", "C", "C", "N", "N", "C", "C", "C", "N", "N", "C", "C", "C", "N", "H", "H", "H", "H", "H", "H", "H", "H", "H", "H", "H", "H", "C", "Si", "C", "C", "C", "C", "C", "C", "N", "C", "S", "H", "H", "H", "H", "H", "H", "H", "H", "H", "H", "H", "H"], "xyz": [[0.13, -0.02, 0.03], [1.48, 3.54, -3.45], [0.88, 2.31, -3.16], [1.26, 1.86, -1.98], [2.11, 2.77, -1.47], [2.25, 3.80, -2.33], [2.65, 2.67, -0.02], [3.45, 1.37, 0.21], [4.71, 1.29, 0.70], [5.07, -0.04, 0.74], [3.94, -0.71, 0.25], [2.98, 0.15, -0.06], [1.44, 2.73, 0.93], [0.53, 3.73, 0.94], [-0.33, 3.51, 1.99], [0.15, 2.33, 2.59], [1.21, 1.87, 1.94], [3.57, 3.87, 0.24], [4.71, 4.16, -0.44], [5.24, 5.30, 0.10], [4.34, 5.64, 1.13], [3.34, 4.78, 1.20], [1.37, 4.15, -4.33], [0.20, 1.74, -3.77], [2.87, 4.65, -2.11], [5.27, 2.16, 1.00], [6.01, -0.45, 1.06], [3.80, -1.77, 0.11], [0.56, 4.52, 0.21], [-1.16, 4.13, 2.30], [-0.22, 1.82, 3.46], [5.05, 3.54, -1.25], [6.14, 5.82, -0.19], [4.38, 6.47, 1.82], [-6.25, 2.07, 1.58], [-6.40, 1.04, 0.01], [-8.10, 0.21, -0.01], [-6.24, 2.09, -1.55], [-5.15, -0.40, 0.00], [-5.57, -1.73, -0.01], [-4.64, -2.76, -0.01], [-3.29, -2.44, 0.00], [-2.85, -1.19, 0.00], [-3.75, -0.19, 0.00], [-3.11, 1.41, 0.00], [-7.12, 2.72, 1.68], [-5.36, 2.69, 1.56], [-6.20, 1.44, 2.47], [-8.89, 0.96, 0.00], [-8.24, -0.42, 0.87], [-8.24, -0.41, -0.90], [-7.11, 2.74, -1.65], [-6.18, 1.47, -2.44], [-5.35, 2.72, -1.52], [-6.63, -1.96, -0.01], [-4.95, -3.80, -0.01], [-2.53, -3.21, 0.00]], "largest_force_ev_per_a": 0.70, "e_tot_ha": -2002.1218, "homo_lumo_gap_ha": [0.31028, 0.20544], "s_squared": 0.774, "multiplicity": 2, "e_above_lowest_kcal_mol": 6.7, "e_lumo_ha": [-0.003, -0.108], "charge": 0, "homo_ev": [-8.54, -8.54]}



{"formula": "C20H24BF2N3OS4Sc", "method": "ωB97M-V with the def2-TZVPD basis set", "symbols": ["Sc", "C", "C", "S", "C", "C", "S", "H", "H", "H", "H", "H", "H", "N", "C", "O", "C", "C", "C", "C", "N", "C", "H", "H", "H", "H", "H", "H", "S", "C", "N", "C", "C", "S", "H", "H", "H", "H", "H", "F", "B", "F", "C", "C", "C", "C", "C", "C", "C", "H", "H", "H", "H", "H", "H", "H"], "xyz": [[0.59, -0.30, -0.81], [1.62, -2.65, 3.63], [1.38, -2.29, 2.17], [0.90, -0.61, 1.89], [1.54, -3.17, 1.17], [2.02, -4.58, 1.40], [1.23, -2.82, -0.53], [1.26, -1.85, 4.27], [2.69, -2.78, 3.84], [1.11, -3.57, 3.91], [2.02, -4.86, 2.46], [3.04, -4.70, 1.02], [1.39, -5.29, 0.85], [4.93, 2.51, 1.13], [4.10, 3.48, 1.59], [4.45, 4.39, 2.32], [2.69, 3.37, 1.09], [1.91, 4.51, 0.94], [0.64, 4.38, 0.42], [0.19, 3.12, 0.04], [0.92, 2.02, 0.21], [2.13, 2.15, 0.76], [5.89, 2.53, 1.44], [4.65, 1.85, 0.43], [2.32, 5.47, 1.24], [-0.01, 5.24, 0.29], [-0.78, 2.98, -0.41], [2.66, 1.22, 0.95], [-2.35, 0.77, 0.32], [-2.89, -0.74, 0.80], [-2.29, -1.56, 1.64], [-2.80, -2.90, 1.83], [-4.17, -2.99, 1.14], [-4.39, -1.45, 0.19], [-1.31, -1.35, 1.87], [-2.90, -3.10, 2.90], [-2.10, -3.62, 1.42], [-4.99, -3.07, 1.85], [-4.22, -3.83, 0.44], [3.76, 0.74, -1.13], [2.64, 0.40, -1.87], [2.95, 0.53, -3.18], [-0.80, -0.84, -2.59], [-1.73, 0.22, -3.00], [-1.26, 1.50, -3.33], [-2.12, 2.54, -3.65], [-3.50, 2.33, -3.68], [-3.98, 1.06, -3.39], [-3.12, 0.03, -3.06], [0.01, -0.92, -3.33], [-1.28, -1.81, -2.50], [-0.19, 1.68, -3.32], [-1.72, 3.52, -3.88], [-4.17, 3.15, -3.92], [-5.05, 0.88, -3.42], [-3.52, -0.94, -2.82]], "largest_force_ev_per_a": 1.60, "e_tot_ha": -3594.3571, "homo_lumo_gap_ha": 0.22647, "e_lumo_ha": 0.084, "charge": -1, "homo_ev": -3.87}



{"formula": "C20H24BrN3O3S", "method": "ωB97M-V with the def2-TZVPD basis set", "symbols": ["C", "C", "C", "C", "C", "C", "N", "N", "C", "O", "C", "N", "C", "C", "C", "C", "Br", "C", "C", "S", "O", "O", "C", "C", "C", "C", "C", "C", "H", "H", "H", "H", "H", "H", "H", "H", "H", "H", "H", "H", "H", "H", "H", "H", "H", "H", "H", "H", "H", "H", "H", "H"], "xyz": [[3.01, -3.25, -4.98], [3.97, -2.64, -3.97], [4.61, -3.68, -3.05], [3.59, -4.47, -2.22], [2.67, -3.58, -1.44], [3.25, -2.83, -0.28], [1.48, -3.51, -1.87], [0.52, -2.75, -1.24], [0.20, -2.75, 0.06], [0.73, -3.40, 0.94], [-0.98, -1.81, 0.36], [-0.69, -0.48, -0.14], [-0.25, 0.54, 0.72], [-0.80, 0.74, 1.99], [-0.36, 1.77, 2.79], [0.63, 2.62, 2.31], [1.22, 4.06, 3.41], [1.18, 2.44, 1.06], [0.74, 1.40, 0.27], [-1.53, 0.00, -1.50], [-0.93, 1.19, -2.01], [-1.61, -1.16, -2.35], [-3.15, 0.38, -0.84], [-4.17, -0.55, -0.94], [-5.39, -0.27, -0.34], [-5.56, 0.93, 0.34], [-4.53, 1.85, 0.42], [-3.31, 1.57, -0.17], [3.50, -4.05, -5.54], [2.68, -2.50, -5.69], [2.14, -3.65, -4.47], [4.77, -2.12, -4.51], [3.44, -1.90, -3.37], [5.19, -4.38, -3.64], [5.31, -3.17, -2.38], [4.13, -5.12, -1.52], [2.99, -5.10, -2.88], [2.89, -3.28, 0.65], [4.33, -2.85, -0.30], [2.89, -1.80, -0.29], [-0.14, -2.33, -1.90], [-1.88, -2.19, -0.13], [-1.14, -1.81, 1.44], [-1.59, 0.09, 2.35], [-0.79, 1.93, 3.77], [1.95, 3.11, 0.70], [1.16, 1.25, -0.72], [-4.01, -1.46, -1.49], [-6.20, -0.98, -0.40], [-6.51, 1.15, 0.81], [-4.68, 2.78, 0.95], [-2.49, 2.27, -0.14]], "largest_force_ev_per_a": 1.27, "e_tot_ha": -4138.6853, "homo_lumo_gap_ha": 0.33362, "e_above_lowest_kcal_mol": 42.2, "e_lumo_ha": 0.012, "charge": 0, "homo_ev": -8.75, "smiles": "CCCC/C(C)=N/NC(=O)CN(c1ccc(Br)cc1)S(=O)(=O)c1ccccc1"}